The following is a quantum chemistry calculation of a molecular structure, C13H15AuF6N2O8S2Si, from the OMol25 dataset.

```
! RIJCOSX wB97M-V def2-TZVPD def2/J DEFGRID3
* xyz 0 1
Au -1.1152 -0.5665 0.3792
F 1.3528 -2.1728 2.5437
C 0.9507 -2.0021 3.8059
F 1.1858 -3.1132 4.4968
F 1.6316 -0.9922 4.3467
S -0.8480 -1.5838 3.8288
O -0.9350 -0.4184 2.9728
O -1.2102 -1.4759 5.1975
N -1.5081 -2.8597 3.1565
S -1.8846 -2.9083 1.6535
O -0.7874 -3.0503 0.7149
O -2.8119 -1.8549 1.2147
C -2.8741 -4.4646 1.6399
F -3.2496 -4.7029 0.3869
F -3.9432 -4.3156 2.4083
F -2.1261 -5.4647 2.0826
O -1.1092 -0.9455 -2.0020
C -0.0717 -0.9254 -2.6475
C 1.2491 -0.5252 -2.2107
C 2.2496 -0.6339 -3.1867
C 3.5352 -0.2507 -2.9241
C 3.8842 0.2654 -1.6715
C 2.9276 0.3878 -0.7049
C 1.5794 -0.0052 -0.9229
O 0.7826 0.1742 0.0910
N 4.5514 -0.3711 -3.9643
O 4.2127 -0.8403 -5.0344
O 5.6887 -0.0528 -3.6776
H -0.1190 -1.2391 -3.7049
H 2.0041 -1.0189 -4.1679
H 4.9069 0.5627 -1.4896
H 3.1687 0.7822 0.2730
C -0.6665 2.5755 -1.9460
Si -1.2569 2.7824 -0.1851
C -2.6631 4.0286 -0.1109
C 0.1073 3.2386 1.0039
C -2.1298 1.2122 0.4437
H -0.5216 3.5600 -2.3982
H -1.3914 2.0342 -2.5574
H 0.2856 2.0533 -1.9926
H -2.2934 5.0127 -0.4110
H -3.0667 4.1270 0.8981
H -3.4784 3.7635 -0.7859
H 0.6611 4.1051 0.6324
H 0.8081 2.4156 1.1212
H -0.2932 3.4991 1.9857
H -3.0330 0.9203 -0.0987
H -2.3361 1.2539 1.5164
*
```

The calculation puts the HOMO-LUMO gap at 6.8 eV. The relative energy (zero: lowest compared OMol25 entry of this formula, charge and spin) is 23.62 kcal per mole.